Record 1
Below is 2 unconnected molecules or ions with the total composition C10H18BrN2 at a distorted geometry, with properties calculated with the ωB97M-V functional and the def2-TZVPD basis.

The geometry in ORCA input format:
```
! RIJCOSX wB97M-V def2-TZVPD def2/J DEFGRID3
* xyz 1 1
C -4.95 -0.17 1.03
C -3.01 1.42 0.63
C -4.36 0.74 0.13
C -3.07 0.38 -0.39
C -5.19 1.68 -0.81
C 1.36 0.54 -1.89
C 3.11 -2.09 1.44
C 0.53 -0.32 1.15
C 1.96 -0.30 -0.79
C 1.94 -2.36 0.58
N -5.30 -1.11 1.60
N 1.13 -1.13 0.06
Br -2.15 -1.22 -0.38
H -2.82 2.43 0.24
H -2.66 1.33 1.69
H -6.08 1.20 -1.05
H -4.68 1.94 -1.81
H -5.50 2.63 -0.30
H 0.46 0.20 -2.39
H 1.30 1.48 -1.47
H 2.08 0.68 -2.63
H 3.20 -2.88 2.16
H 4.00 -2.09 0.97
H 2.91 -1.24 1.97
H 0.40 0.60 0.73
H -0.02 -0.99 1.81
H 2.50 0.32 -0.04
H 2.78 -0.90 -1.17
H 1.07 -2.96 1.08
H 2.23 -3.05 -0.16
H 0.29 -1.54 -0.55
*
```

Values from the calculation:
**E_HOMO (spin up / spin down)**: -11.93 / -13.57 eV
**Strongest force on any atom**: 0.08158 Eh/bohr
**Frontier orbital gap (spin up / spin down)**: 6.928 / 9.447 eV
**Energy relative to the best compared isomer or geometry (same formula, charge and spin)**: 459.3 kJ/mol
**E**: -3074.8514 a.u.

Atom charges from the natural (NBO) analysis, given in e for atoms 1 to 2: atom 1 (C): 0.25, atom 2 (C): -0.45

---

Record 2
Below is 2 unconnected molecules or ions with the total composition C10H18ClN4O3S at a distorted geometry, with properties calculated with the ωB97M-V functional and the def2-TZVPD basis.

The geometry in ORCA input format:
```
! RIJCOSX wB97M-V def2-TZVPD def2/J DEFGRID3
* xyz 1 1
C 3.25 0.35 0.40
C 2.75 -0.01 -1.00
N 2.74 -1.43 -1.29
C 1.87 -2.45 -1.08
N 0.68 -2.38 -0.49
C 0.03 -1.23 0.12
C -0.80 -0.39 -0.86
C -0.87 1.06 -0.34
Cl -2.41 -1.08 -1.11
N 2.33 -3.61 -1.57
C 3.50 -3.33 -2.09
N 3.80 -2.03 -1.94
S 5.26 -1.35 -2.49
H 2.96 1.39 0.58
H 2.84 -0.28 1.18
H 4.34 0.33 0.40
H 3.36 0.51 -1.74
H 1.75 0.40 -1.12
H 0.18 -3.25 -0.46
H -0.67 -1.62 0.86
H 0.72 -0.62 0.69
H -0.23 -0.37 -1.79
H -0.28 1.70 -1.00
H -1.87 1.47 -0.34
H -0.46 1.19 0.66
H 4.16 -4.01 -2.60
H 4.87 -0.85 -3.69
C -5.13 2.02 1.59
C -4.84 2.08 3.08
O -3.41 2.06 3.11
C -2.96 2.52 1.92
O -1.82 2.77 1.69
O -3.97 2.64 1.03
H -6.03 2.56 1.31
H -5.20 1.00 1.22
H -5.19 3.01 3.54
H -5.26 1.24 3.63
*
```

Values from the calculation:
**E_HOMO**: -13.09 eV
**Strongest force on any atom**: 0.03091 Eh/bohr
**Frontier orbital gap**: 10.061 eV
**E**: -1694.7213 a.u.

Atom charges from the natural (NBO) analysis, given in e for atoms 1 to 2: atom 1 (C): -0.62, atom 2 (C): -0.24

---

Record 3
Below is a single C10H18N2O3 molecule at a distorted geometry, with properties calculated with the ωB97M-V functional and the def2-TZVPD basis.

The geometry in ORCA input format:
```
! RIJCOSX wB97M-V def2-TZVPD def2/J DEFGRID3
* xyz 0 1
C 1.47 0.19 0.70
C 0.04 -0.43 1.11
C 1.98 -0.20 -0.77
C 2.37 -1.61 -0.83
C 3.04 0.75 -1.08
C -2.18 -0.30 0.68
C -2.03 -1.35 -0.43
C -3.28 0.69 0.31
C -2.50 1.92 -0.32
C -1.01 1.70 0.09
H 2.90 0.49 2.10
H 1.94 -0.84 2.58
H 1.45 1.31 0.80
H 1.25 -0.09 -1.51
H 3.03 -1.97 -0.02
H 2.84 -1.74 -1.77
H 1.51 -2.16 -0.75
H 2.69 1.77 -0.71
H 3.38 0.88 -2.12
H 3.94 0.49 -0.49
H -2.61 -1.04 1.41
H -3.90 0.17 -0.49
H -3.99 0.85 1.08
H -2.77 1.58 -1.36
H -2.86 2.94 -0.20
H -0.32 1.96 -0.69
H -0.90 2.34 1.04
H -2.68 -3.22 -0.76
N 2.42 -0.31 1.77
N -0.97 0.31 0.49
O -0.13 -1.47 1.70
O -1.42 -1.16 -1.46
O -2.72 -2.47 -0.09
*
```

Values from the calculation:
**E_HOMO**: -8.95 eV
**Strongest force on any atom**: 0.10188 Eh/bohr
**Frontier orbital gap**: 9.607 eV
**Energy relative to the best compared isomer or geometry (same formula, charge and spin)**: 290.7 kJ/mol
**E**: -727.0072 a.u.

Atom charges from the natural (NBO) analysis, given in e for atoms 1 to 2: atom 1 (C): -0.12, atom 2 (C): 0.72

---

Record 4
Below is 2 unconnected molecules or ions with the total composition C10H18N2S at a distorted geometry, with properties calculated with the ωB97M-V functional and the def2-TZVPD basis.

The geometry in ORCA input format:
```
! RIJCOSX wB97M-V def2-TZVPD def2/J DEFGRID3
* xyz 0 1
C 1.08 -0.45 -0.73
C -0.10 -1.08 -0.14
C 2.24 -0.29 -0.08
C -1.31 -1.29 -0.75
C 2.43 2.59 0.28
C -2.01 -2.79 1.15
C 3.56 0.28 -0.60
C 3.65 1.65 0.19
C -3.59 -2.01 -0.71
C -2.39 -2.07 -0.10
N -4.10 2.48 -0.19
N -3.13 1.79 -0.33
S -1.75 1.90 0.73
H 0.91 -0.23 -1.88
H 0.19 -1.60 0.74
H 2.12 -0.59 0.91
H -1.45 -0.94 -1.78
H 1.60 1.94 0.08
H 2.47 3.05 1.28
H 2.71 3.31 -0.48
H -1.46 -3.64 0.78
H -2.96 -3.30 1.53
H -1.55 -2.08 1.96
H 3.64 0.42 -1.77
H 4.35 -0.31 -0.32
H 3.93 1.39 1.14
H 4.62 2.04 -0.08
H -4.42 -2.36 -0.32
H -3.82 -1.57 -1.65
H -1.34 0.54 0.53
H -4.14 3.19 0.59
*
```

Values from the calculation:
**E_HOMO**: -8.11 eV
**Strongest force on any atom**: 0.09001 Eh/bohr
**Frontier orbital gap**: 8.519 eV
**Energy relative to the best compared isomer or geometry (same formula, charge and spin)**: 606.9 kJ/mol
**E**: -899.3253 a.u.

Atom charges from the natural (NBO) analysis, given in e for atoms 1 to 2: atom 1 (C): -0.23, atom 2 (C): -0.26

---

Record 5
Below is a gas-phase ion, C10H18N3 (charge +1) at a distorted geometry, with properties calculated with the ωB97M-V functional and the def2-TZVPD basis.

The geometry in ORCA input format:
```
! RIJCOSX wB97M-V def2-TZVPD def2/J DEFGRID3
* xyz 1 1
C 2.38 -0.43 2.89
C 2.31 -0.73 1.73
C 2.22 -1.10 0.32
C 1.11 -0.37 -0.48
N 1.70 0.75 -1.29
C 1.72 2.09 -0.62
C 0.33 2.40 -0.09
N 0.01 1.41 0.91
C -0.12 0.07 0.34
N -1.30 -0.01 -0.58
C -2.24 -0.88 -0.41
C -3.38 -0.59 0.54
C -2.27 -2.18 -1.18
H 2.48 -0.33 3.95
H 1.99 -2.17 0.27
H 3.19 -1.00 -0.17
H 0.73 -1.08 -1.21
H 2.65 0.51 -1.58
H 1.13 0.85 -2.14
H 1.98 2.82 -1.38
H 2.41 2.09 0.22
H 0.34 3.40 0.35
H -0.39 2.43 -0.93
H -0.92 1.62 1.26
H -0.27 -0.61 1.17
H -4.09 -1.41 0.59
H -2.95 -0.39 1.52
H -3.88 0.31 0.17
H -1.41 -2.24 -1.84
H -2.32 -3.05 -0.52
H -3.16 -2.16 -1.81
*
```

Values from the calculation:
**E_HOMO**: -11.10 eV
**Strongest force on any atom**: 0.04696 Eh/bohr
**Frontier orbital gap**: 8.028 eV
**Energy relative to the best compared isomer or geometry (same formula, charge and spin)**: 525.2 kJ/mol
**E**: -555.7262 a.u.

Atom charges from the natural (NBO) analysis, given in e for atoms 1 to 2: atom 1 (C): -0.15, atom 2 (C): -0.07

---

Record 6
Below is 2 unconnected molecules or ions with the total composition C10H18O2Si at a distorted geometry, with properties calculated with the ωB97M-V functional and the def2-TZVPD basis.

The geometry in ORCA input format:
```
! RIJCOSX wB97M-V def2-TZVPD def2/J DEFGRID3
* xyz 0 1
C -0.11 -2.54 0.57
C 2.57 0.80 2.30
C 0.17 -1.55 -0.29
C 1.38 0.73 1.72
C -2.91 0.27 0.24
C 5.40 0.57 -1.00
C -5.72 0.76 -0.49
C 3.84 1.16 -0.99
C -5.01 -0.59 -0.43
C 2.75 0.08 -1.01
O -3.50 0.96 1.04
O -3.51 -0.60 -0.57
Si 1.37 -0.15 0.04
H -0.79 -3.42 0.38
H 0.09 -2.50 1.60
H 2.80 1.16 3.26
H 3.35 0.36 1.66
H -0.03 -1.83 -1.35
H 0.57 1.18 2.30
H 5.44 -0.28 -1.61
H 6.16 1.23 -1.21
H 5.56 0.25 0.07
H -5.56 1.23 -1.49
H -6.78 0.46 -0.56
H -5.51 1.36 0.39
H 3.81 1.79 -0.17
H 3.71 1.89 -1.82
H -5.14 -1.31 -1.22
H -5.37 -1.07 0.53
H 2.77 -0.62 -1.92
H -1.82 0.21 0.03
*
```

Values from the calculation:
**E_HOMO (spin up / spin down)**: -7.67 / -7.67 eV
**Strongest force on any atom**: 0.09824 Eh/bohr
**Frontier orbital gap (spin up / spin down)**: 7.898 / 7.898 eV
**Energy relative to the best compared isomer or geometry (same formula, charge and spin)**: 311.6 kJ/mol
**E**: -831.6401 a.u.

Atom charges from the natural (NBO) analysis, given in e for atoms 1 to 2: atom 1 (C): -0.31, atom 2 (C): -0.33

---

Record 7
Below is a single C10H18O3S molecule at a distorted geometry, with properties calculated with the ωB97M-V functional and the def2-TZVPD basis.

The geometry in ORCA input format:
```
! RIJCOSX wB97M-V def2-TZVPD def2/J DEFGRID3
* xyz 0 1
C -1.42 3.04 0.17
C -1.39 1.74 0.10
C -0.25 0.90 -0.55
C -0.22 -0.65 -0.13
C 0.83 -0.74 1.03
C -0.28 1.34 -2.11
C 0.14 -1.46 -1.42
C -1.65 -1.27 0.14
C 0.01 -0.99 2.32
C 1.99 -1.74 0.81
O 2.46 0.79 -0.96
O 1.52 2.79 0.02
O 1.50 0.54 1.36
S 1.49 1.38 -0.12
H -2.33 3.47 0.65
H -0.70 3.58 -0.33
H -2.04 1.09 0.66
H -0.25 2.37 -2.03
H -1.19 1.04 -2.56
H 0.63 1.11 -2.81
H 0.11 -2.61 -1.24
H 1.17 -1.27 -1.84
H -0.60 -1.35 -2.14
H -2.34 -1.23 -0.68
H -2.23 -0.81 1.03
H -1.46 -2.28 0.54
H 0.73 -0.55 3.10
H -0.27 -2.09 2.39
H -0.78 -0.28 2.37
H 2.32 -1.93 1.84
H 2.80 -1.35 0.16
H 1.69 -2.61 0.25
*
```

Values from the calculation:
**E_HOMO**: -10.16 eV
**Strongest force on any atom**: 0.08153 Eh/bohr
**Frontier orbital gap**: 10.782 eV
**Energy relative to the best compared isomer or geometry (same formula, charge and spin)**: 173.0 kJ/mol
**E**: -1015.6304 a.u.

Atom charges from the natural (NBO) analysis, given in e for atoms 1 to 2: atom 1 (C): -0.34, atom 2 (C): -0.21

---

What did the third record say?
Below is a single C10H18N2O3 molecule at a distorted geometry, with properties calculated with the ωB97M-V functional and the def2-TZVPD basis.

The geometry in ORCA input format:
```
! RIJCOSX wB97M-V def2-TZVPD def2/J DEFGRID3
* xyz 0 1
C 1.47 0.19 0.70
C 0.04 -0.43 1.11
C 1.98 -0.20 -0.77
C 2.37 -1.61 -0.83
C 3.04 0.75 -1.08
C -2.18 -0.30 0.68
C -2.03 -1.35 -0.43
C -3.28 0.69 0.31
C -2.50 1.92 -0.32
C -1.01 1.70 0.09
H 2.90 0.49 2.10
H 1.94 -0.84 2.58
H 1.45 1.31 0.80
H 1.25 -0.09 -1.51
H 3.03 -1.97 -0.02
H 2.84 -1.74 -1.77
H 1.51 -2.16 -0.75
H 2.69 1.77 -0.71
H 3.38 0.88 -2.12
H 3.94 0.49 -0.49
H -2.61 -1.04 1.41
H -3.90 0.17 -0.49
H -3.99 0.85 1.08
H -2.77 1.58 -1.36
H -2.86 2.94 -0.20
H -0.32 1.96 -0.69
H -0.90 2.34 1.04
H -2.68 -3.22 -0.76
N 2.42 -0.31 1.77
N -0.97 0.31 0.49
O -0.13 -1.47 1.70
O -1.42 -1.16 -1.46
O -2.72 -2.47 -0.09
*
```

Values from the calculation:
**E_HOMO**: -8.95 eV
**Strongest force on any atom**: 0.10188 Eh/bohr
**Frontier orbital gap**: 9.607 eV
**Energy relative to the best compared isomer or geometry (same formula, charge and spin)**: 290.7 kJ/mol
**E**: -727.0072 a.u.

Atom charges from the natural (NBO) analysis, given in e for atoms 1 to 2: atom 1 (C): -0.12, atom 2 (C): 0.72